No. 1
Here is a molecular structure, C26H20AuN5S from the Open Molecules 2025 dataset. Energies are from the ωB97M-V functional and the def2-TZVPD basis.

CARTESIAN COORDINATES (ANGSTROEM)
1 Au -0.866 -0.914 -1.078
2 S -1.405 -5.046 1.696
3 C -1.635 -3.935 3.006
4 C -2.016 -4.184 4.318
5 C -2.119 -3.108 5.182
6 C -1.856 -1.808 4.748
7 C -1.482 -1.556 3.442
8 C -1.370 -2.628 2.557
9 N -0.999 -2.541 1.238
10 C -0.961 -3.684 0.643
11 C -0.577 -3.913 -0.753
12 C -0.312 -5.227 -1.159
13 C 0.101 -5.498 -2.447
14 C 0.242 -4.451 -3.346
15 C -0.044 -3.155 -2.951
16 C -0.463 -2.824 -1.657
17 H -2.230 -5.190 4.652
18 H -2.407 -3.278 6.212
19 H -1.953 -0.987 5.446
20 H -1.279 -0.556 3.079
21 H -0.420 -6.039 -0.449
22 H 0.305 -6.517 -2.747
23 H 0.564 -4.653 -4.361
24 H 0.052 -2.363 -3.684
25 C 3.087 0.438 1.523
26 C 1.874 -0.080 1.111
27 N 1.264 0.322 -0.002
28 C 1.806 1.303 -0.707
29 C 2.989 1.960 -0.330
30 C 3.651 1.466 0.788
31 C 3.586 3.040 -1.135
32 C 3.031 4.156 -1.631
33 C 1.727 4.763 -1.339
34 C 1.207 5.726 -2.208
35 C -0.025 6.263 -1.896
36 N -0.696 5.919 -0.800
37 C -0.092 5.038 -0.007
38 N 1.072 4.453 -0.216
39 H 3.583 0.046 2.400
40 H 1.374 -0.870 1.662
41 H 1.311 1.551 -1.641
42 H 4.592 1.907 1.094
43 H 4.631 2.873 -1.378
44 H 3.629 4.746 -2.316
45 H 1.741 6.028 -3.098
46 H -0.503 6.999 -2.534
47 H -0.609 4.766 0.907
48 C -3.930 2.099 -1.786
49 C -2.720 1.441 -1.350
50 N -1.759 0.916 -1.004
51 H -4.044 1.967 -2.862
52 H -3.858 3.160 -1.551
53 H -4.789 1.661 -1.281

As for the lowest unoccupied orbital energy: -0.241 eV. Its strongest force on any atom is 1.098 eV/Å. The HOMO-LUMO gap comes out at 7.2 eV. As for the electronic energy: -1810.4060 hartree.

No. 2
Here is a molecular structure, C15H16BN9Ru from the Open Molecules 2025 dataset. Energies are from the ωB97M-V functional and the def2-TZVPD basis.

CARTESIAN COORDINATES (ANGSTROEM)
1 Ru 0.445 0.171 -0.606
2 B -1.521 -1.452 1.755
3 N -0.528 -0.518 2.290
4 C -0.397 -0.229 3.622
5 C 0.627 0.659 3.773
6 C 1.090 0.888 2.468
7 N 0.399 0.179 1.584
8 N -1.648 -1.815 0.329
9 C -2.524 -2.761 -0.123
10 C -2.405 -2.862 -1.478
11 C -1.420 -1.925 -1.818
12 N -0.969 -1.310 -0.733
13 H -2.654 -1.309 2.296
14 H -1.661 -2.466 2.492
15 H -1.039 -0.681 4.361
16 H 0.995 1.087 4.689
17 H 1.889 1.533 2.136
18 H -3.161 -3.298 0.561
19 H -2.947 -3.513 -2.141
20 H -1.027 -1.671 -2.789
21 C -0.795 1.506 -0.953
22 C -1.573 2.447 -1.207
23 C -2.429 3.504 -1.494
24 C -3.169 4.120 -0.459
25 C -4.013 5.163 -0.757
26 C -4.132 5.607 -2.076
27 C -3.406 5.006 -3.105
28 C -2.558 3.961 -2.827
29 H -3.062 3.765 0.557
30 H -4.582 5.641 0.027
31 H -4.798 6.429 -2.303
32 H -3.511 5.363 -4.121
33 H -1.988 3.483 -3.612
34 N 5.055 1.147 -1.037
35 N 4.153 0.124 -1.049
36 N 4.516 -1.134 -1.129
37 C 3.357 -1.773 -1.004
38 N 2.355 -0.909 -0.854
39 N 2.886 0.310 -0.875
40 H 5.953 0.785 -1.336
41 H 4.729 1.910 -1.619
42 H 3.257 -2.844 -1.020

As for the lowest unoccupied orbital energy (alpha / beta): -6.603 / -8.787 eV. Its strongest force on any atom is 0.298 eV/Å. The spin multiplicity is 5. The HOMO-LUMO gap (alpha / beta) comes out at 7.7 / 5.9 eV. As for the electronic energy: -1192.9650 hartree. Its total charge is +2.

No. 3
Here is 10 unconnected molecules or ions with the total composition C3H27NO10S from the Open Molecules 2025 dataset. Energies are from the ωB97M-V functional and the def2-TZVPD basis.

CARTESIAN COORDINATES (ANGSTROEM)
1 N 0.183 2.685 1.111
2 C 0.097 1.211 1.381
3 C -0.882 0.520 0.373
4 O -2.172 0.602 0.933
5 C -0.375 0.960 2.794
6 S 0.836 1.635 4.013
7 H -0.735 3.107 1.244
8 H 0.484 2.870 0.200
9 H 1.119 0.778 1.222
10 H -0.617 -0.517 0.284
11 H -0.804 1.002 -0.623
12 H -2.838 0.729 0.259
13 H -0.486 -0.092 2.977
14 H -1.366 1.395 3.028
15 H 1.097 2.818 3.440
16 O -0.303 0.291 -3.404
17 H -0.355 -0.555 -2.935
18 H -0.481 1.029 -2.796
19 O 2.232 1.186 -3.297
20 H 1.442 0.702 -3.560
21 H 2.514 0.742 -2.461
22 O 2.588 0.642 -0.698
23 H 2.062 1.485 -0.459
24 H 3.435 0.786 -0.349
25 O -0.354 -2.054 -2.117
26 H -0.158 -2.717 -2.801
27 H -1.050 -2.469 -1.553
28 O -0.009 -3.263 1.527
29 H 0.622 -2.703 1.043
30 H -0.653 -2.745 1.919
31 O 0.808 2.809 -1.776
32 H 0.923 3.691 -1.991
33 H 1.397 2.279 -2.373
34 O -2.196 -1.791 2.087
35 H -2.620 -1.808 2.923
36 H -2.239 -0.925 1.743
37 O 1.438 -1.738 -0.154
38 H 0.925 -1.886 -0.918
39 H 1.895 -0.876 -0.313
40 O -1.833 -3.373 -0.374
41 H -1.105 -3.584 0.263
42 H -2.468 -2.858 0.187

As for the lowest unoccupied orbital energy: 0.082 eV. Its strongest force on any atom is 3.596 eV/Å. As for the SMILES: N[C@H](CO)CS.O.O.O.O.O.O.O.O.O. The HOMO-LUMO gap comes out at 9.0 eV. As for the electronic energy: -1335.8582 hartree. For the energy above the lowest of the compared OMol25 structures with the same formula, charge and spin, the calculation gives 0.000 eV.

No. 4
Here is a gas-phase ion, C6H6N3O3 (charge -1) from the Open Molecules 2025 dataset. Energies are from the ωB97M-V functional and the def2-TZVPD basis.

CARTESIAN COORDINATES (ANGSTROEM)
1 C 0.309 -0.857 0.139
2 C 1.005 1.646 2.381
3 C -0.978 1.593 1.063
4 C -0.038 1.479 -0.217
5 C 0.018 0.119 -0.863
6 C 0.119 -2.368 0.019
7 N 0.831 -0.475 1.304
8 N 1.330 0.565 1.795
9 N -0.095 -0.112 -2.157
10 O -0.204 0.759 -3.110
11 O -2.196 1.479 0.925
12 O -0.445 1.837 2.211
13 H -0.634 1.950 -0.907
14 H 0.894 1.792 0.039
15 H -0.191 -2.593 -0.930
16 H -0.757 -2.775 0.684
17 H 1.100 -2.986 0.241
18 H -0.068 -1.053 -2.618

As for the lowest unoccupied orbital energy (alpha / beta): 3.491 / 2.029 eV. Its strongest force on any atom is 5.561 eV/Å. The spin multiplicity is 3. The HOMO-LUMO gap (alpha / beta) comes out at 5.8 / 5.9 eV. As for the electronic energy: -621.9919 hartree. Its total charge is -1. For the energy above the lowest of the compared OMol25 structures with the same formula, charge and spin, the calculation gives 1.522 eV.

No. 5
Here is a molecular structure, C5H6O from the Open Molecules 2025 dataset. Energies are from the ωB97M-V functional and the def2-TZVPD basis.

CARTESIAN COORDINATES (ANGSTROEM)
1 C 1.132 -0.368 -0.413
2 C 0.374 0.927 -0.057
3 C -0.987 0.374 -0.309
4 O -1.018 -0.782 -1.136
5 C -0.175 -1.076 -0.043
6 C -0.096 0.369 1.268
7 H 1.957 -0.579 0.264
8 H 1.394 -0.510 -1.465
9 H 0.653 1.949 -0.287
10 H -1.971 0.704 -0.028
11 H -0.410 -2.017 0.434
12 H -0.852 1.009 1.772

As for the lowest unoccupied orbital energy: 1.032 eV. Its strongest force on any atom is 1.136 eV/Å. The HOMO-LUMO gap comes out at 9.0 eV. As for the electronic energy: -269.1107 hartree. For the energy above the lowest of the compared OMol25 structures with the same formula, charge and spin, the calculation gives 6.409 eV.

No. 6
Here is a molecular structure, C4H8FNO from the Open Molecules 2025 dataset. Energies are from the ωB97M-V functional and the def2-TZVPD basis.

CARTESIAN COORDINATES (ANGSTROEM)
1 C -0.618 -1.476 -0.591
2 C -0.081 -0.058 -0.561
3 C 0.503 0.248 0.834
4 C -0.934 0.706 0.284
5 H -0.493 -1.922 0.695
6 H 0.179 -2.179 -0.968
7 H -1.625 -1.733 -1.117
8 H -0.471 1.092 -2.076
9 H 0.230 -0.281 1.755
10 H 1.845 1.710 0.057
11 H 2.453 0.401 1.204
12 H -1.122 1.762 0.297
13 N 1.626 1.125 0.920
14 O 0.427 0.561 -1.596
15 F -1.918 0.044 0.862

As for the lowest unoccupied orbital energy: 0.481 eV. Its strongest force on any atom is 6.581 eV/Å. The HOMO-LUMO gap comes out at 8.6 eV. As for the electronic energy: -386.9065 hartree. For the energy above the lowest of the compared OMol25 structures with the same formula, charge and spin, the calculation gives 4.241 eV.